(1)
15
Properties=species:S:1:pos:R:3:forces:R:3 method="wB97M-V/def2-TZVPD" energy_ev=-10311.9931 de_lowest_kcal_mol=114.4 smiles="C=C(O)N(O)NC"
C -1.0876 -0.2840 0.1473 -5.111 1.781 0.482
N 1.1151 0.0992 0.5492 -0.542 1.764 1.376
N -0.2475 0.5945 0.8272 3.721 -1.494 -0.671
H 2.7206 0.2108 -0.7528 0.019 -0.088 0.003
H -0.2346 -2.1969 0.3839 0.184 -0.019 0.002
C 1.6509 0.0063 -0.7906 -0.369 -0.547 -0.114
H 1.2136 0.7489 -1.4564 -0.150 0.103 0.236
H 1.4138 -0.5680 1.2475 -0.262 0.266 -0.193
H -2.2075 1.3191 -0.2171 0.165 -0.259 0.121
O -0.3592 1.9342 0.3642 0.030 -0.411 -0.414
H -1.9793 -2.1193 -0.2131 -0.177 0.042 -0.142
H 1.4690 -0.9796 -1.2328 0.141 0.078 -0.172
O -2.3732 0.3797 -0.0485 1.765 -1.234 -0.326
C -1.0890 -1.6105 0.1031 0.671 0.279 -0.283
H -0.0051 2.4658 1.0889 -0.084 -0.259 0.094

***

(2)
7
Properties=species:S:1:pos:R:3:forces:R:3 method="wB97M-V/def2-TZVPD" charge=-1 energy_ev=-32916.1710 de_lowest_kcal_mol=0.0 smiles="[O-]C(=S)C(F)(F)Cl"
F 1.2130 1.1613 -0.4270 -0.078 0.092 0.138
S -1.9775 -0.9424 -0.0771 -0.815 -0.674 -0.181
Cl 1.5423 -1.0451 0.7839 0.086 -0.092 0.127
C 0.5361 -0.0020 -0.2722 0.513 0.311 -0.183
C -0.8689 0.2158 0.3689 0.045 0.220 0.031
O -0.9793 1.1741 1.1184 0.359 0.181 0.018
F 0.5343 -0.5618 -1.4950 -0.110 -0.038 0.050